No. 1
Density functional theory data (the ωB97M-V functional and the def2-TZVPD basis) for a 13-piece molecular cluster, C15H56O13 overall.

Element x y z (Å)
C -1.80581 -1.95072 3.01229
O -2.37275 -1.50472 4.24501
H -1.14069 -1.21097 2.56677
H -1.12664 -2.77439 3.23228
H -2.55377 -2.24071 2.27434
H -2.57432 -0.57031 4.15645
C -0.17301 0.26150 -0.31075
O -0.73515 1.54610 -0.28501
H -0.42830 -0.28571 0.59672
H -0.40252 -0.22406 -1.25925
H 0.90862 0.39031 -0.27095
H -0.18425 2.10572 -0.83721
C -3.57554 -2.72975 -1.08307
O -2.63090 -1.81368 -0.51643
H -3.86107 -2.48814 -2.10689
H -3.15080 -3.73352 -1.09437
H -4.49881 -2.75961 -0.50447
H -3.13219 -1.02030 -0.31431
C -0.23785 -4.03626 0.27024
O -1.05882 -5.04977 0.83095
H 0.81210 -4.32003 0.34220
H -0.65189 -4.04067 -0.73806
H -0.44626 -3.09665 0.78189
H -1.06706 -5.81598 0.25264
C -0.10259 1.14376 -4.24593
O -0.56980 0.00568 -4.97011
H 0.13625 1.96795 -4.91806
H -0.77217 1.47899 -3.45385
H 0.80135 0.77837 -3.75861
H -0.79707 -0.70271 -4.36336
C -1.50379 1.79786 3.72555
O -2.72956 1.13958 3.96698
H -1.61105 2.85846 3.49811
H -0.76369 1.66528 4.51470
H -1.06919 1.46224 2.78397
H -3.31178 1.46500 3.27652
C 2.97704 0.88558 3.51446
O 1.93396 0.26797 2.84371
H 3.85559 0.24222 3.56271
H 3.25466 1.76940 2.94009
H 2.85973 1.23105 4.54159
H 2.36870 -0.20917 2.13312
O -1.10294 -2.08840 -3.21286
H -0.27156 -2.54590 -3.08742
H -1.46004 -1.99314 -2.32989
O -3.34803 0.78186 -0.07377
H -2.45881 1.03039 -0.32625
H -3.48336 1.20370 0.77473
C 2.55909 -2.77582 2.61784
C 3.46250 -2.37123 1.44404
O 3.00941 -1.15996 0.88445
H 1.51054 -2.62054 2.36381
H 2.84856 -2.36050 3.58315
H 2.68644 -3.83498 2.84160
H 3.25566 -3.14684 0.70664
H 4.52882 -2.47824 1.64302
H 3.62221 -0.93255 0.18134
C 2.30760 -2.07459 -4.32955
C 2.10923 -1.94551 -2.90420
O 1.46991 -3.10080 -2.41779
H 2.86354 -1.18285 -4.61909
H 1.35810 -2.14036 -4.86080
H 2.86671 -2.97448 -4.58586
H 1.43349 -1.11990 -2.68095
H 3.04749 -1.81913 -2.36401
H 2.09092 -3.83287 -2.41246
C -2.11082 4.62262 -0.49596
C -2.97517 5.63432 0.20975
O -3.47929 4.95576 1.35074
H -2.60911 3.71610 -0.83952
H -1.36493 4.25344 0.20792
H -1.62273 5.09630 -1.34772
H -3.80654 5.99361 -0.39675
H -2.40846 6.54274 0.41398
H -4.07138 5.57233 1.78763
C 2.71933 2.69789 0.15534
C 2.31919 3.00360 -1.29590
O 1.04535 3.62746 -1.30011
H 1.90705 2.23079 0.71224
H 2.81325 3.60686 0.74952
H 3.64946 2.13038 0.18508
H 2.27543 2.06383 -1.84637
H 3.00238 3.62945 -1.87005
H 0.94250 4.22035 -2.04811

Atomic forces in eV per Å
0.4 0.1 0.5
0.2 -0.8 -0.3
-0.1 0.4 -0.1
-0.3 -0.3 0.0
0.0 -0.1 0.0
-0.1 0.3 0.0
1.5 -0.1 -0.1
-0.9 0.5 0.3
-0.4 -0.1 -0.4
-0.2 -0.5 0.3
0.2 -0.4 0.0
0.0 0.6 -0.1
0.0 -0.1 0.2
-0.3 -1.1 -0.7
0.2 0.2 -0.2
0.1 0.1 0.1
0.0 0.0 0.2
0.1 0.7 0.2
-0.9 -0.8 -0.6
-0.5 -0.6 1.5
0.1 0.3 -0.3
1.1 1.1 -0.5
0.0 -0.1 -0.1
0.2 0.1 0.0
0.4 -1.5 0.2
-0.3 1.3 -0.9
-0.1 -0.2 -0.1
-0.4 0.1 -0.1
0.5 0.7 0.3
-0.1 -0.3 0.6
1.1 0.6 -1.2
-0.3 0.5 0.2
-0.4 0.3 0.6
-0.4 -0.2 0.1
0.3 -0.6 0.1
-0.3 -0.2 0.1
1.4 0.7 -0.3
-1.2 0.2 1.2
0.3 -0.2 -0.1
0.4 0.3 0.1
-1.0 -0.3 0.1
0.0 -0.4 -0.8
-0.4 0.2 -0.5
0.6 -0.5 0.2
-0.3 0.2 0.6
-1.1 -0.4 0.1
0.9 0.5 -0.2
0.0 0.1 0.1
0.8 -0.2 0.3
-1.4 -1.9 0.0
0.1 0.2 0.8
0.1 0.2 0.2
-0.4 0.8 -0.1
0.0 -0.4 -0.5
0.2 -0.2 -0.4
0.1 0.7 0.2
0.5 0.4 -0.8
0.4 0.3 -1.8
-0.2 -0.2 1.5
-1.1 -0.6 0.7
0.1 0.0 -0.7
0.0 0.2 -0.1
0.3 0.1 0.0
0.2 0.1 0.2
0.2 0.4 0.1
0.2 -0.1 0.0
0.4 0.0 -0.2
-0.3 -0.6 -0.6
-0.1 0.6 0.4
-0.5 0.3 0.0
0.3 0.2 -0.1
0.2 -0.1 0.0
-0.2 -0.2 -0.3
0.3 0.0 0.6
-0.1 -0.1 0.3
-0.3 1.0 -0.3
0.3 -0.4 0.3
-0.8 0.1 0.3
0.0 -0.7 -0.4
0.5 0.4 -0.3
-0.2 -0.2 0.1
-0.1 -0.2 -0.1
0.4 0.1 0.4
0.1 -0.1 -0.1

HOMO (alpha / beta) (eV): 0.236 / -7.273
LUMO energy (alpha / beta) (Ha): 0.0765 / 0.0760
Net charge: -1
Multiplicity: 2
Gap between HOMO and LUMO (alpha / beta) (eV): 1.846 / 9.341


No. 2
Density functional theory data (the ωB97M-V functional and the def2-TZVPD basis) for one molecule with the formula H2N2O3.

Element x y z (Å)
N -0.21631 0.25346 0.67169
N -0.26754 0.23596 -0.84875
O -0.86725 1.10267 -1.40054
O 0.15592 -0.80205 -1.25946
O 0.81963 -0.62194 1.18068
H -0.11608 1.20453 0.98300
H 0.49162 -1.37263 0.67337

Atomic forces in eV per Å
-0.2 -0.6 -0.7
0.3 -0.7 2.8
0.0 0.5 0.0
0.3 -0.5 -1.1
-1.6 1.9 -1.2
0.6 0.4 0.1
0.6 -1.0 0.2

HOMO (eV): -10.639
LUMO energy (Ha): 0.0065
Net charge: 0
SMILES: O=[N+]([O-])NO
Gap between HOMO and LUMO (eV): 10.815


No. 3
Density functional theory data (the ωB97M-V functional and the def2-TZVPD basis) for a 2-piece molecular cluster, CH2BNO3 overall.

Element x y z (Å)
B 0.31854 -0.60423 -0.44029
C 2.30555 -1.52904 1.76860
N 2.91525 -1.60620 2.71122
O -0.08407 0.32178 0.54097
O -0.29889 -0.44841 -1.63602
O 1.20536 -1.60622 -0.35357
H 0.61982 0.64402 1.06505
H -1.25898 -0.13033 -1.52061

Atomic forces in eV per Å
-1.8 2.5 0.6
-2.7 0.2 -4.5
2.2 -0.2 3.4
-0.1 -1.4 -1.2
-2.4 -0.2 -0.6
1.6 -0.9 1.3
1.0 0.4 1.2
2.4 -0.5 -0.3

HOMO (alpha / beta) (eV): -12.093 / -12.113
LUMO energy (alpha / beta) (Ha): -0.1211 / -0.1528
Net charge: 0
Gap between HOMO and LUMO (alpha / beta) (eV): 8.799 / 7.955


No. 4
Density functional theory data (the ωB97M-V functional and the def2-TZVPD basis) for C27H22Br2N4O5Sc as an isolated structure.

Element x y z (Å)
Sc -0.16350 -0.37998 -0.03064
O -1.84618 -1.42795 -1.03503
C -2.13459 -1.56388 -2.22067
C -1.44817 -0.99217 -3.34892
C -1.96429 -1.31555 -4.60938
C -1.36815 -0.82180 -5.74157
C -0.24557 0.02104 -5.66213
C 0.26961 0.34898 -4.44650
C -0.28974 -0.14414 -3.21616
O 0.22958 0.16338 -2.11171
N -1.90534 -1.17382 -7.04640
O -2.88231 -1.90536 -7.09207
O -1.35596 -0.71690 -8.03635
H -3.00324 -2.19091 -2.47952
H -2.83239 -1.95489 -4.69605
H 0.18992 0.39907 -6.57579
H 1.12502 1.00687 -4.36409
Br 0.84222 -0.91009 4.97091
C 2.03310 -0.32203 3.62867
C 3.24220 0.27288 4.02237
C 4.15504 0.70224 3.10370
Br 5.77890 1.48663 3.69210
C 3.88413 0.56861 1.71747
C 4.74494 0.97588 0.67334
C 4.35850 0.82468 -0.62870
C 3.08793 0.28712 -0.90728
N 2.27861 -0.12016 0.03871
C 2.66168 -0.01352 1.33345
C 1.69027 -0.51673 2.29637
O 0.61704 -1.07187 1.87118
H 3.43943 0.38642 5.07980
H 5.70287 1.41325 0.92165
H 4.99956 1.13495 -1.44235
H 2.71346 0.21599 -1.92110
C -0.93719 -4.70779 1.86620
C 0.46251 -4.75123 1.25608
C 0.60333 -3.72568 0.22725
N 0.62764 -2.87970 -0.54556
H -1.03086 -5.47224 2.63647
H -1.69976 -4.88318 1.10871
H -1.12104 -3.73488 2.31940
H 0.69182 -5.72020 0.80968
H 1.22498 -4.55189 2.01162
C -3.25837 0.35194 2.07936
C -2.74754 1.76050 2.09641
C -3.36656 2.73245 2.86568
C -2.89218 4.03964 2.91462
C -1.76467 4.35882 2.16758
C -1.11790 3.41650 1.38313
C 0.11132 3.77508 0.60145
C -1.59457 2.07927 1.32464
N -0.97303 1.14460 0.58099
H -4.16251 0.25435 2.68438
H -2.50389 -0.34022 2.47017
H -3.47732 0.01778 1.06044
H -4.24154 2.44830 3.44406
H -3.38837 4.78929 3.51865
H -1.36951 5.37107 2.18514
H 0.20866 4.85694 0.48817
H 0.09265 3.30163 -0.38256
H 1.01930 3.40261 1.09053

Atomic forces in eV per Å
0.3 0.2 -0.2
-0.1 -0.1 0.1
0.2 0.1 0.0
-0.3 -0.2 -0.1
0.2 0.2 0.1
-0.2 -0.2 -0.3
0.1 0.1 0.1
0.0 0.1 0.0
0.0 0.0 -0.1
0.1 -0.2 0.0
0.0 0.1 0.2
0.0 0.0 0.0
0.0 0.0 0.0
0.0 0.0 0.0
0.0 0.0 0.0
0.0 0.0 0.0
0.0 0.0 0.0
-0.1 0.0 0.0
0.2 -0.1 0.0
0.0 0.0 0.1
-0.2 -0.1 -0.1
0.1 0.0 0.0
0.2 0.0 -0.1
0.0 0.0 0.0
-0.1 0.0 0.0
0.1 0.1 0.0
-0.2 0.2 0.0
-0.3 -0.1 0.2
0.0 0.1 -0.2
0.0 -0.2 0.0
0.0 0.0 0.0
0.0 0.0 0.0
0.0 0.0 0.0
0.0 0.0 0.0
-0.1 0.0 0.1
0.2 0.1 0.0
-0.1 0.0 0.0
0.1 0.0 -0.2
0.0 0.0 0.0
0.0 0.0 0.0
0.0 0.0 0.0
-0.1 0.0 0.0
0.0 0.0 0.0
0.0 -0.1 0.0
0.0 0.1 0.0
0.0 0.0 0.0
0.0 0.0 0.0
0.0 0.0 -0.1
0.0 0.1 0.1
0.1 -0.1 0.0
0.1 0.0 -0.1
-0.1 -0.1 0.1
0.0 0.0 0.0
0.0 0.0 0.0
0.0 0.0 0.0
0.0 0.1 0.0
0.0 0.0 0.0
0.0 0.0 0.0
0.0 0.0 0.0
0.0 0.0 0.0
0.0 0.0 0.0

HOMO (eV): -3.159
LUMO energy (Ha): 0.0722
Net charge: -1
Gap between HOMO and LUMO (eV): 5.124


| no. | F_max (eV/A) |
| --- | --- |
| 1 | 2.325 |
| 2 | 2.860 |
| 3 | 5.276 |
| 4 | 0.425 |